(1)
C45H81N16O5PSi2 | the ωB97M-V functional and the def2-TZVPD basis

Properties
- energy relative to the best compared isomer or geometry (same formula, charge and spin) (kcal per mole) = 0.0
- total energy (a.u.) = -3935.8317
- 2S+1 = 1
- charge = 0

Each line ends with the Mulliken charge.
Element x y z (Å)
1 C 4.7023 -1.4939 -0.3016  -0.321
2 C 4.4970 -0.8618 -1.3054  -0.229
3 C 4.4225 -0.0586 -2.6461  -0.668
4 C 2.9526 0.4345 -2.9669  0.100
5 C 2.6368 1.8968 -2.3746  -0.762
6 Si 1.6396 1.8152 -0.7337  -0.199
7 N 2.0466 3.1008 0.4095  -0.117
8 C 3.0497 4.0767 -0.1026  -0.506
9 C 4.5092 3.5390 0.2670  -0.715
10 O -0.0731 1.8531 -0.9606  -0.804
11 Si -0.7175 0.3393 -1.4367  0.131
12 C -2.6197 0.5305 -1.4533  -0.467
13 C -3.4092 -0.8552 -1.4641  -0.979
14 C -2.9946 -1.8800 -2.5994  1.398
15 C -3.9780 -3.1533 -2.5679  -0.431
16 C -3.2764 -4.3068 -3.4493  -0.715
17 C -2.6225 -5.4586 -2.5629  -0.858
18 C -1.0494 -5.2724 -2.3454  -0.345
19 O -0.6809 -5.8141 -1.0543  -0.393
20 C 0.6019 -5.3062 -0.6354  -0.489
21 N -0.2516 0.1407 -3.1637  0.088
22 C -0.7707 1.2885 -3.9757  -0.271
23 C -2.0177 0.9377 -4.8899  -1.012
24 P -0.0306 -1.3632 -0.1616  1.073
25 O 0.3932 -0.9136 1.2050  -0.728
26 O -1.1861 -2.5473 0.0744  -0.479
27 O 1.3083 -2.1465 -0.8483  -0.402
28 H 5.0181 -2.2664 0.4324  0.383
29 H 4.6936 -0.8109 -3.4481  0.369
30 H 5.1886 0.7731 -2.6395  0.319
31 H 2.2443 -0.3358 -2.5697  -0.235
32 H 2.8172 0.4395 -4.0881  0.366
33 H 2.1135 2.4897 -3.1776  0.407
34 H 3.6601 2.3454 -2.1804  0.631
35 H 2.0625 0.5493 -0.0939  -0.149
36 H 2.3986 2.6972 1.2854  0.204
37 H 2.9171 4.3774 -1.1738  0.289
38 H 2.9022 5.0249 0.5039  0.389
39 H 5.2652 4.3117 -0.0653  0.360
40 H 4.7071 2.5143 -0.1458  0.243
41 H 4.5742 3.5158 1.3978  -0.033
42 H -2.8777 1.0335 -0.4653  0.413
43 H -2.9285 1.2617 -2.2488  0.395
44 H -4.4982 -0.5928 -1.6585  0.406
45 H -3.3858 -1.2829 -0.4254  0.303
46 H -3.1691 -1.4020 -3.6123  -0.404
47 H -1.9556 -2.2999 -2.5082  -0.903
48 H -4.9715 -2.8561 -2.9900  0.189
49 H -4.0168 -3.5636 -1.5235  0.486
50 H -2.5709 -3.9040 -4.2228  0.400
51 H -4.1302 -4.7856 -4.0186  0.233
52 H -2.7046 -6.4114 -3.1709  0.192
53 H -3.1498 -5.6588 -1.5937  0.459
54 H -0.7136 -4.2017 -2.4641  0.178
55 H -0.5160 -5.8914 -3.1319  0.354
56 H 1.2074 -6.0751 -0.0710  0.356
57 H 0.4694 -4.4410 0.0800  0.119
58 H 1.2357 -4.9261 -1.4837  0.246
59 H -0.6474 -0.7446 -3.4985  0.377
60 H -1.0412 2.2062 -3.3581  -0.006
61 H 0.0599 1.6095 -4.6789  0.257
62 H -1.8047 0.1260 -5.6359  0.430
63 H -2.2794 1.8637 -5.4904  0.463
64 H -2.9522 0.6582 -4.3383  -0.053
65 H -1.2487 -3.1703 -0.6757  0.014
66 H 1.0417 -2.4795 -1.7349  0.263
67 C 2.3667 4.3790 3.9195  -0.693
68 C 3.3336 5.2774 3.2957  0.538
69 N 4.0952 5.9868 2.8057  -0.461
70 H 1.9777 4.7927 4.8521  0.094
71 H 1.5124 4.1913 3.2652  0.261
72 H 2.8117 3.4106 4.1561  0.260
73 C 7.4185 7.0756 3.6183  -0.284
74 C 8.3862 7.9778 2.9983  0.346
75 N 9.1476 8.6874 2.5105  -0.423
76 H 7.0298 7.4856 4.5528  0.023
77 H 6.5643 6.8910 2.9656  0.127
78 H 7.8622 6.1092 3.8492  0.240
79 C -0.4506 -8.6713 0.4036  -0.138
80 C 0.7971 -9.3185 0.0058  0.381
81 N 1.7793 -9.8273 -0.3074  -0.440
82 H -0.6026 -8.7190 1.4824  0.034
83 H -0.4639 -7.6171 0.1211  -0.128
84 H -1.3153 -9.1439 -0.0671  0.341
85 C -1.4751 -8.7724 -5.8317  -0.932
86 C -2.3402 -7.5958 -5.7885  0.477
87 N -3.0198 -6.6698 -5.7545  -0.393
88 H -1.7303 -9.4253 -6.6678  0.335
89 H -0.4263 -8.4931 -5.9441  0.280
90 H -1.5590 -9.3638 -4.9184  0.277
91 C -0.8041 5.4674 -2.3031  -0.255
92 C -1.9149 4.8439 -3.0047  0.351
93 N -2.7905 4.3496 -3.5577  -0.462
94 H -0.1084 5.9473 -2.9942  0.307
95 H -1.1461 6.2335 -1.6060  0.177
96 H -0.2344 4.7368 -1.7271  -0.107
97 C 1.2853 7.8521 7.1376  -0.912
98 C 1.8545 6.5088 7.0990  0.500
99 N 2.3011 5.4502 7.0685  -0.486
100 H 0.1941 7.8239 7.1491  0.340
101 H 1.6070 8.3971 8.0253  0.312
102 H 1.5868 8.4397 6.2697  0.285
103 C 2.6836 3.0004 10.2757  -0.729
104 C 1.8632 3.9832 10.9821  0.334
105 N 1.2187 4.7545 11.5380  -0.372
106 H 3.7478 3.2194 10.3753  0.245
107 H 2.5232 1.9923 10.6616  0.286
108 H 2.4568 2.9802 9.2083  0.233
109 C 6.8533 1.6045 2.9285  -0.938
110 C 6.9785 3.0572 2.8371  0.396
111 N 7.0745 4.1998 2.7636  -0.276
112 H 7.8073 1.1362 3.1758  0.337
113 H 6.1371 1.3128 3.6985  0.273
114 H 6.5122 1.1729 1.9854  0.221
115 C -7.0327 -6.4506 -3.4002  -0.844
116 C -6.9401 -5.4145 -2.3736  0.479
117 N -6.8652 -4.5991 -1.5669  -0.459
118 H -6.1908 -6.4017 -4.0940  0.242
119 H -7.0361 -7.4494 -2.9605  0.303
120 H -7.9466 -6.3503 -3.9881  0.324
121 C -0.6844 9.7882 -2.3012  -0.817
122 C -0.2163 8.9200 -1.2233  0.386
123 N 0.1524 8.2379 -0.3746  -0.368
124 H -1.4847 10.4483 -1.9631  0.280
125 H 0.1196 10.4191 -2.6833  0.283
126 H -1.0722 9.2090 -3.1411  0.275
127 C -10.2391 -6.2146 -0.4861  -0.744
128 C -10.2744 -7.5367 -1.1064  0.364
129 N -10.3023 -8.5758 -1.5957  -0.390
130 H -9.5892 -6.2000 0.3901  0.260
131 H -9.8662 -5.4575 -1.1779  0.219
132 H -11.2305 -5.8965 -0.1594  0.297
133 C 6.7711 8.1880 7.5163  -0.878
134 C 5.3757 8.6193 7.5158  0.400
135 N 4.2788 8.9590 7.5153  -0.347
136 H 7.2583 8.4135 8.4662  0.329
137 H 6.8564 7.1123 7.3528  0.265
138 H 7.3431 8.6843 6.7305  0.248
139 C -2.5957 -8.8211 4.6576  -0.831
140 C -1.8053 -8.0113 3.7339  0.482
141 N -1.1836 -7.3739 3.0075  -0.443
142 H -2.9354 -9.7458 4.1880  0.280
143 H -2.0182 -9.0969 5.5412  0.270
144 H -3.4817 -8.2849 5.0009  0.277
145 C -6.4939 -0.5738 -5.1777  -1.013
146 C -5.2279 -1.1850 -5.5745  0.544
147 N -4.2318 -1.6649 -5.8866  -0.435
148 H -6.6462 -0.6356 -4.0985  0.282
149 H -6.5312 0.4816 -5.4528  0.329
150 H -7.3422 -1.0661 -5.6558  0.362

---

(2)
C5H8N2 | the ωB97M-V functional and the def2-TZVPD basis

Properties
- structure (SMILES) = Cc1ccn(C)n1
- energy relative to the best compared isomer or geometry (same formula, charge and spin) (kcal per mole) = 19.2
- total energy (a.u.) = -304.8049
- 2S+1 = 1
- charge = 0

Each line ends with the natural charge from an NBO analysis.
Element x y z (Å)
1 C -2.3358 -0.7684 0.1191  -0.640
2 C -1.0083 -0.1502 -0.1776  0.154
3 C -0.6768 1.2354 -0.1775  -0.352
4 C 0.6694 1.2613 -0.3868  -0.022
5 N 1.0988 -0.0300 -0.4971  -0.197
6 C 2.3198 -0.4402 0.1798  -0.400
7 N 0.0598 -0.8964 -0.3618  -0.278
8 H -3.1501 -0.1597 -0.2815  0.216
9 H -2.4673 -0.8385 1.2062  0.223
10 H -2.3937 -1.7768 -0.2982  0.233
11 H -1.3245 2.0745 0.0232  0.228
12 H 1.3721 2.0798 -0.4794  0.214
13 H 2.9371 -1.1151 -0.4124  0.208
14 H 2.0148 -0.9337 1.1073  0.211
15 H 2.8848 0.4577 0.4365  0.203

---

(3)
C2H7INO | the ωB97M-V functional and the def2-TZVPD basis

Properties
- energy relative to the best compared isomer or geometry (same formula, charge and spin) (kcal per mole) = 10.6
- total energy (a.u.) = -507.8164
- 2S+1 = 1
- charge = +1

Each line ends with the natural charge from an NBO analysis.
Element x y z (Å)
1 C -0.4676 -1.5180 -1.4915  -0.760
2 C -0.3523 -0.2719 -0.6923  0.301
3 N 0.5367 -0.0344 0.1438  -0.676
4 O 0.6572 1.7768 2.0668  -0.941
5 I -1.8054 1.2737 -0.8407  0.282
6 H 0.3675 -2.1412 -1.8054  0.281
7 H -1.1641 -2.2986 -1.0121  0.302
8 H -1.0832 -1.1722 -2.4883  0.278
9 H 1.3352 1.9353 2.7035  0.511
10 H 0.6814 0.7208 0.9613  0.488
11 H 1.2920 -0.7560 0.2428  0.415
12 H 0.0025 2.4857 2.2121  0.519

---

(4)
C29H22F3N2S | the ωB97M-V functional and the def2-TZVPD basis

Properties
- energy relative to the best compared isomer or geometry (same formula, charge and spin) (kcal per mole) = 12.8
- total energy (a.u.) = -1925.2961
- 2S+1 = 1
- charge = +1

Each line ends with the natural charge from an NBO analysis.
Element x y z (Å)
1 F 2.2368 2.7828 1.6255  -0.300
2 C 2.2342 1.4129 1.7870  0.387
3 C 3.4651 0.7807 1.9734  -0.198
4 C 3.4207 -0.6088 2.1410  0.387
5 F 4.6135 -1.2988 2.1200  -0.298
6 C 2.2441 -1.3083 2.3299  -0.157
7 C 0.9884 -0.6122 2.2851  -0.144
8 C -0.1860 -1.2898 2.7038  0.195
9 C -1.5298 -0.8636 2.4648  -0.155
10 C -2.5358 -1.8243 2.1309  -0.127
11 C -3.8561 -1.4426 1.9247  -0.187
12 C -4.2239 -0.0912 1.9908  -0.176
13 C -3.2268 0.8464 2.2602  0.397
14 F -3.5659 2.1794 2.2307  -0.306
15 C -1.9282 0.4955 2.6009  -0.208
16 C 1.0155 0.7484 1.8160  -0.169
17 H 4.4029 1.3270 1.9417  0.281
18 H 2.2522 -2.3858 2.5140  0.256
19 H -0.0416 -2.2829 3.1578  0.253
20 H -2.2286 -2.8705 2.0280  0.235
21 H -4.6118 -2.2037 1.7217  0.248
22 H -5.2527 0.2221 1.8356  0.261
23 H -1.2328 1.2359 3.0161  0.253
24 H 0.0968 1.2644 1.5492  0.257
25 C -5.1496 -2.9006 6.9314  -0.215
26 C -4.8985 -2.9392 5.5537  -0.198
27 C -3.6199 -3.2636 5.0885  -0.260
28 C -2.6020 -3.4991 6.0164  0.076
29 C -1.2224 -3.9868 5.6083  -0.086
30 C -0.9660 -5.3315 6.2872  -0.429
31 C 0.4867 -5.7196 6.3225  -0.209
32 N 1.2123 -4.5771 6.8788  -0.445
33 C 2.4026 -4.7122 7.5899  0.226
34 C 2.8935 -3.4813 8.0517  -0.240
35 C 4.0976 -3.4583 8.7613  -0.196
36 C 4.8186 -4.6559 8.9035  -0.222
37 C 4.3567 -5.8602 8.3523  -0.188
38 C 3.1198 -5.8973 7.6932  -0.278
39 S 1.9031 -2.1518 7.4707  0.348
40 C 0.7969 -3.2939 6.6384  0.322
41 N -0.2161 -2.9500 5.9256  -0.590
42 C -2.8288 -3.3697 7.3897  -0.225
43 C -4.1193 -3.1131 7.8563  -0.197
44 H -6.1558 -2.6998 7.2967  0.223
45 H -5.6950 -2.7359 4.8360  0.211
46 H -3.4015 -3.3251 4.0171  0.194
47 H -1.1725 -4.1482 4.5189  0.172
48 H -1.3361 -5.3044 7.3228  0.221
49 H -1.5308 -6.1136 5.7683  0.231
50 H 0.6210 -6.5850 6.9769  0.225
51 H 0.8703 -5.9786 5.3230  0.195
52 H 4.4482 -2.5095 9.1711  0.229
53 H 5.7666 -4.6471 9.4360  0.228
54 H 4.9535 -6.7691 8.4162  0.228
55 H 2.7333 -6.8002 7.2145  0.224
56 H -1.9960 -3.5046 8.0904  0.216
57 H -4.2921 -3.0870 8.9340  0.225

---

(5)
C33H34CaN11O4 | the ωB97M-V functional and the def2-TZVPD basis

Properties
- energy relative to the best compared isomer or geometry (same formula, charge and spin) (kcal per mole) = 33.1
- total energy (a.u.) = -2858.9551
- 2S+1 = 1
- charge = -1

Each line ends with the Mulliken charge.
Element x y z (Å)
1 Ca 0.3059 0.5951 0.0758  2.139
2 C -3.3164 2.4007 -1.8424  -0.366
3 O -3.3758 3.5496 -0.9996  -0.521
4 C -2.8626 3.5701 0.2672  0.009
5 C -3.2674 4.6645 1.0119  -0.571
6 C -2.7873 4.8961 2.2997  -0.733
7 C -1.8905 4.0013 2.8430  -0.947
8 C -1.4666 2.8783 2.1243  0.499
9 C -0.4870 1.9974 2.7895  -1.271
10 N 0.0824 1.0061 2.2256  0.706
11 N 0.9913 0.2556 2.9747  -1.424
12 C 1.5317 -0.7152 2.2536  0.388
13 O 1.2484 -1.0338 1.0365  -0.652
14 C 2.5963 -1.5066 2.9553  0.288
15 C 3.2027 -1.0693 4.1306  -0.378
16 C 4.1888 -1.8391 4.7335  -0.712
17 C 4.5766 -3.0520 4.1713  -0.358
18 C 3.9807 -3.4861 2.9945  -1.008
19 C 3.0000 -2.7103 2.3854  -0.119
20 C -1.9612 2.6128 0.8101  0.721
21 O -1.5904 1.5383 0.1467  0.336
22 H -3.7786 2.7117 -2.7770  0.312
23 H -3.8870 1.5695 -1.4265  0.155
24 H -2.3008 2.0726 -2.0295  0.118
25 H -3.9705 5.3467 0.5456  0.465
26 H -3.1122 5.7683 2.8546  0.350
27 H -1.4895 4.1623 3.8388  0.381
28 H -0.2449 2.2068 3.8330  0.187
29 H 2.8882 -0.1239 4.5535  0.452
30 H 4.6649 -1.4893 5.6422  0.377
31 H 5.3498 -3.6497 4.6427  0.377
32 H 4.2883 -4.4238 2.5449  0.398
33 H 2.5391 -3.0154 1.4510  0.445
34 N 0.1164 3.3583 -1.5753  0.137
35 C 0.4253 2.9750 -2.8521  0.583
36 C 0.8119 3.8984 -3.8041  -0.777
37 C 0.9958 3.5371 -5.1496  -0.607
38 C 0.8031 2.2523 -5.5696  -0.956
39 C 0.4447 1.2676 -4.6200  1.236
40 C 0.2311 -0.0853 -4.9827  -1.279
41 C -0.1099 -1.0028 -4.0445  -0.772
42 C -0.2094 -0.5940 -2.7005  0.064
43 N -0.0313 0.6524 -2.3196  1.101
44 C 0.2762 1.6036 -3.2621  -0.396
45 H 0.4480 4.2395 -1.2305  0.259
46 H -0.0975 2.6636 -0.8818  -0.531
47 H 0.9496 4.9294 -3.4991  0.403
48 H 1.2660 4.3057 -5.8648  0.370
49 H 0.9176 1.9734 -6.6106  0.381
50 H 0.3408 -0.3668 -6.0238  0.376
51 H -0.2809 -2.0422 -4.2957  0.418
52 H -0.4396 -1.3365 -1.9324  0.121
53 N -3.2508 -1.3255 -0.8530  -0.622
54 C -4.1320 -0.8703 0.2309  -0.339
55 C -3.7144 -1.3219 1.6183  -0.832
56 N -2.3189 -0.9708 1.8652  -0.093
57 H -2.5293 -1.9495 -0.5070  0.323
58 H -2.7609 -0.5309 -1.2477  0.267
59 H -5.1491 -1.2306 0.0517  0.398
60 H -4.1740 0.2215 0.2385  0.031
61 H -3.8306 -2.4103 1.7036  0.344
62 H -4.4103 -0.8697 2.3316  0.369
63 H -2.1049 -0.9056 2.8501  0.228
64 H -2.0873 -0.0813 1.4326  -0.320
65 O 1.9956 1.8945 0.1720  -0.359
66 N 3.2008 1.5436 0.4293  -0.719
67 C 3.6919 0.4697 -0.1404  0.887
68 C 3.0246 -0.3455 -1.1422  0.440
69 N 2.5900 -0.9426 -2.0251  -0.483
70 C 5.0404 0.0905 0.2184  -0.084
71 N 6.1129 -0.2470 0.4630  -0.576
72 C -0.5962 -3.7454 1.5690  -0.488
73 C 0.0670 -4.0789 0.2750  0.255
74 N -0.1666 -3.5515 -0.9049  -0.216
75 C 0.6646 -4.2083 -1.7948  -0.414
76 C 1.4082 -5.1430 -1.1494  -0.505
77 N 1.0168 -5.0508 0.1735  -0.047
78 H -0.9109 -2.7008 1.5716  -0.259
79 H 0.0843 -3.9108 2.4087  0.366
80 H -1.4864 -4.3659 1.7143  0.388
81 H 0.6747 -3.9620 -2.8472  0.253
82 H 2.1677 -5.8299 -1.4858  0.411
83 H 1.3790 -5.5889 0.9383  0.224

---

(6)
C5H14O | the ωB97M-V functional and the def2-TZVPD basis

Properties
- structure (SMILES) = CCC.CCO
- energy relative to the best compared isomer or geometry (same formula, charge and spin) (kcal per mole) = 77.7
- total energy (a.u.) = -274.0183
- 2S+1 = 1
- charge = 0

Each line ends with the natural charge from an NBO analysis.
Element x y z (Å)
1 C 0.6173 2.0085 -0.3865  -0.632
2 C 1.7269 1.2304 -1.0801  -0.408
3 C 1.1010 0.3788 -2.1716  -0.618
4 H 0.5319 1.8919 0.7321  0.203
5 H -0.4141 1.5071 -0.5001  0.213
6 H 0.7951 3.0499 -0.5217  0.219
7 H 2.5625 1.7370 -1.4316  0.201
8 H 2.0536 0.4686 -0.3416  0.197
9 H 2.0746 0.2109 -2.7679  0.211
10 H 0.5444 -0.4245 -1.6752  0.204
11 H 0.2594 0.6874 -2.8582  0.209
12 C -0.5259 -1.8989 1.6243  -0.680
13 C -1.5414 -0.8585 1.0613  -0.067
14 O -2.8432 -1.1006 1.6748  -0.733
15 H 0.5828 -2.0325 1.4585  0.233
16 H -0.9181 -3.0082 1.7479  0.208
17 H -0.4416 -1.5731 2.6161  0.217
18 H -1.2338 0.2672 1.6411  0.179
19 H -1.6705 -0.6751 -0.1061  0.180
20 H -3.2610 -1.8664 1.2845  0.464

---

The records above give, respectively, LUMO energy values of 0.320, 1.060, -4.171, -6.351, 2.448, 0.915 eV.